ORCA calculation (ωB97M-V/def2-TZVPD) on a molecular structure, C5H9NO in a non-equilibrium geometry.

```
16
Properties=species:S:1:pos:R:3:forces:R:3
O -0.39344 -1.43334 1.89125 -0.1 0.2 -0.3
N 0.68458 -0.74647 -0.51583 0.7 0.3 -0.3
C -0.46776 -0.44665 -1.29339 -0.3 -0.1 -0.3
C -0.43948 0.89736 1.17316 0.6 0.0 0.3
C -1.44338 -0.68927 -0.21212 -0.5 -0.5 -0.1
C 1.79349 0.17961 -0.50818 0.1 0.1 0.0
C -0.53209 -0.69314 0.92843 -0.9 0.4 0.7
H -1.27165 1.14675 1.83371 0.1 -0.1 0.0
H 2.29057 0.13930 0.46913 -0.1 0.0 -0.2
H 0.49846 1.00904 1.71791 0.0 0.2 0.1
H -0.51868 0.49033 -1.86426 0.0 -0.1 0.1
H -0.64426 -1.29498 -1.98318 0.1 0.1 0.0
H 2.53681 -0.15246 -1.25102 -0.2 0.0 0.1
H 1.53516 1.22838 -0.72255 0.0 -0.2 0.0
H -0.45652 1.57955 0.31824 0.0 -0.3 0.1
H -2.44227 -1.13452 -0.27400 0.3 0.1 -0.1
```
Forces are in eV/Å.

Calculated values
HOMO-LUMO gap (spin up / spin down)   0.265 / 0.305 hartree
Charge   0
E_HOMO (spin up / spin down)   -8.57 / -8.85 eV
2S+1   1
LUMO level (spin up / spin down)   -1.368 / -0.558 eV